Molecular formula: C5H12NOS
Method: DFT, ωB97M-V/def2-TZVPD

Values from the calculation:
Spin multiplicity: 1
Lowest unoccupied orbital energy: 3.8 eV
E_HOMO: -0.0819 Eh
ΔE to the lowest compared entry with this formula, charge and spin: 5.4954 eV
Charge: -1
DFT total energy: -19748.73492 eV

Last column: Mulliken charge in e.
Element x y z (Å)
C (-1.10891, 0.18928, 1.09698)  -0.81
C (-2.20962, -1.47510, -0.59230)  -1.37
C (-0.31131, -2.12488, 1.14342)  -1.02
C (2.79619, 2.40081, -0.35283)  -0.75
C (-1.13374, -1.19222, 0.57767)  0.75
N (0.27009, 1.18967, -1.12409)  -0.51
O (0.75624, -0.08962, -1.57844)  -0.43
S (1.18523, 2.46126, -1.48752)  -0.22
H (-0.51957, 0.81102, 0.44061)  0.28
H (-2.19812, 0.57314, 1.03166)  0.26
H (-0.48675, 0.13672, 2.02861)  0.30
H (-2.44154, -0.61139, -1.26179)  0.26
H (-3.10092, -1.72189, -0.02145)  0.40
H (-2.07763, -2.39262, -1.18445)  0.34
H (0.46391, -1.78367, 1.77217)  0.27
H (-0.14486, -3.11436, 0.87346)  0.35
H (1.03447, -0.55240, -0.78787)  0.30
H (2.53582, 1.94619, 0.66579)  0.17
H (3.09187, 3.51429, -0.38053)  0.22
H (3.59916, 1.83578, -0.85910)  0.20